one) C16H50N4O7 | ωB97M-V with the def2-TZVPD basis set

Each line ends with the Mulliken charge.
Geometry (Å):
C 10.201 15.986 -0.773  -0.811
O 11.196 16.397 -1.695  -0.237
C 10.909 16.131 -3.045  -1.093
C 11.864 16.872 -3.958  0.554
C 13.373 16.642 -3.629  -0.636
N 11.575 18.303 -4.022  -0.730
H 10.483 16.484 0.153  0.221
H 10.287 14.903 -0.635  0.303
H 9.180 16.234 -1.065  0.320
H 11.158 15.082 -3.274  0.357
H 9.882 16.382 -3.319  0.432
H 11.687 16.507 -4.976  0.341
H 13.479 15.561 -3.825  0.530
H 13.617 16.610 -2.564  0.241
H 14.073 17.252 -4.187  -0.188
H 11.817 18.659 -3.094  0.379
H 12.403 18.690 -4.476  0.186
C 19.493 19.600 -5.049  -0.504
O 20.170 20.819 -5.254  -0.398
C 20.989 21.207 -4.180  -0.551
C 20.868 22.733 -4.002  1.268
C 21.608 23.505 -5.074  -1.517
N 21.388 23.103 -2.682  -0.686
H 20.125 18.716 -4.915  0.366
H 18.834 19.387 -5.890  0.110
H 18.881 19.661 -4.142  0.220
H 20.681 20.853 -3.188  0.316
H 22.018 20.908 -4.413  0.304
H 19.804 22.935 -4.127  -0.522
H 21.119 23.311 -6.035  0.348
H 22.678 23.310 -5.144  0.334
H 21.479 24.571 -4.861  0.403
H 22.342 22.783 -2.581  0.250
H 21.345 24.103 -2.550  0.276
C 17.042 23.169 -4.324  -0.906
O 15.750 22.657 -4.517  -0.449
C 15.618 21.440 -3.800  -0.376
C 14.146 21.153 -3.568  0.747
C 13.507 22.259 -2.715  -1.673
N 13.947 19.885 -2.850  -0.172
H 17.126 24.179 -4.727  0.429
H 17.852 22.504 -4.634  0.189
H 17.231 23.365 -3.255  0.413
H 16.129 20.606 -4.295  -0.007
H 16.110 21.539 -2.823  0.598
H 13.644 20.981 -4.521  -0.309
H 13.910 22.241 -1.698  0.405
H 12.463 21.961 -2.554  0.481
H 13.455 23.288 -3.064  0.306
H 13.345 20.026 -2.047  0.292
H 14.798 19.486 -2.462  0.002
C 16.548 16.221 -5.749  -1.023
O 16.111 17.544 -5.867  0.048
C 15.965 17.999 -7.196  -1.492
C 15.550 19.456 -7.224  1.452
C 14.074 19.552 -6.757  -1.146
N 15.741 19.909 -8.595  -0.774
H 17.576 16.024 -6.072  0.318
H 15.888 15.571 -6.339  0.359
H 16.496 15.846 -4.727  0.235
H 16.830 17.775 -7.839  0.441
H 15.272 17.312 -7.716  0.553
H 16.136 20.068 -6.537  -0.357
H 13.467 18.902 -7.392  0.425
H 13.671 20.559 -6.852  0.495
H 14.007 19.194 -5.729  -0.388
H 15.354 20.842 -8.671  0.291
H 15.296 19.304 -9.273  0.272
O 19.647 19.156 -1.142  -0.633
H 19.884 18.247 -0.932  0.294
H 18.741 19.101 -1.478  0.316
O 16.702 18.426 -3.314  -0.319
H 16.263 17.707 -2.839  0.189
H 16.462 18.288 -4.256  0.317
O 16.089 16.239 -1.242  -0.539
H 15.520 15.545 -0.891  0.274
H 16.926 16.130 -0.776  0.238

Values from the calculation:
**2S+1**: 1
**Molar mass**: 410.60 g mol⁻¹
**Charge**: 0
**SMILES**: COC[C@H](C)N.COC[C@H](C)N.COC[C@H](C)N.COC[C@H](C)N.O.O.O


two) C16H50N4O7 | ωB97M-V with the def2-TZVPD basis set

Each line ends with the Mulliken charge.
Geometry (Å):
C 5.203 3.884 -3.610  -0.686
O 6.022 2.977 -2.917  -0.367
C 5.666 1.622 -3.206  -0.944
C 4.737 1.045 -2.147  0.900
C 5.132 1.271 -0.680  -1.336
N 4.538 -0.394 -2.388  -0.541
H 5.304 3.777 -4.704  0.290
H 5.618 4.889 -3.512  0.283
H 4.149 3.771 -3.356  0.269
H 5.281 1.583 -4.226  0.454
H 6.599 1.050 -3.231  0.378
H 3.770 1.558 -2.221  0.000
H 4.270 1.065 -0.047  0.303
H 5.458 2.303 -0.513  0.370
H 5.938 0.609 -0.357  0.286
H 4.014 -0.741 -1.602  0.138
H 5.404 -0.881 -2.559  0.247
C -2.993 2.494 -2.269  -1.035
O -2.173 1.396 -1.963  -0.242
C -2.324 0.372 -2.924  -1.123
C -1.222 -0.652 -2.750  0.160
C -1.318 -1.360 -1.407  -0.554
N 0.132 -0.016 -2.923  -0.665
H -2.818 3.348 -1.617  0.297
H -4.048 2.220 -2.142  0.386
H -2.963 2.877 -3.294  0.354
H -3.288 -0.157 -2.872  0.410
H -2.342 0.798 -3.935  0.548
H -1.309 -1.411 -3.531  0.426
H -0.531 -2.110 -1.364  0.584
H -2.238 -1.948 -1.377  0.364
H -1.247 -0.695 -0.550  -0.751
H 0.057 0.503 -3.797  0.308
H 0.108 0.715 -2.209  0.243
C -2.623 4.202 2.414  -0.729
O -1.424 3.489 2.497  -0.366
C -1.635 2.151 2.904  -0.836
C -1.980 1.274 1.701  0.909
C -2.164 -0.189 2.109  -1.671
N -0.912 1.344 0.702  -0.020
H -2.536 5.206 2.001  0.296
H -3.132 4.338 3.377  0.307
H -3.381 3.707 1.794  0.277
H -0.749 1.779 3.423  0.359
H -2.415 2.086 3.672  0.434
H -2.938 1.595 1.273  0.107
H -2.398 -0.840 1.264  0.294
H -2.920 -0.362 2.878  0.527
H -1.243 -0.614 2.514  0.128
H -1.300 1.142 -0.219  -0.371
H -0.629 2.321 0.645  0.364
C -0.301 -3.023 1.770  -0.460
O -1.431 -3.549 2.444  -0.375
C -2.270 -4.289 1.584  -0.349
C -3.382 -4.917 2.401  0.220
C -4.289 -3.828 3.012  -1.250
N -2.771 -5.722 3.469  -0.797
H 0.287 -2.378 2.421  0.265
H -0.642 -2.386 0.953  -0.111
H 0.331 -3.860 1.472  0.475
H -2.631 -3.581 0.828  0.106
H -1.750 -5.098 1.058  0.445
H -3.947 -5.618 1.783  0.327
H -3.721 -3.310 3.791  0.308
H -5.126 -4.271 3.555  0.372
H -4.582 -3.038 2.318  0.312
H -2.180 -5.102 4.025  0.292
H -3.513 -5.898 4.148  0.275
O 3.442 1.258 2.669  -0.614
H 2.946 1.886 2.128  0.261
H 4.008 1.817 3.213  0.294
O 1.508 0.164 0.528  -0.398
H 0.594 0.496 0.553  0.582
H 1.931 0.590 1.283  0.163
O 1.987 -1.905 -1.416  -0.723
H 1.253 -1.650 -1.988  0.322
H 2.042 -1.181 -0.755  0.298

Values from the calculation:
**2S+1**: 1
**Molar mass**: 410.60 g mol⁻¹
**Charge**: 0
**SMILES**: COC[C@H](C)N.COC[C@H](C)N.COC[C@H](C)N.COC[C@H](C)N.O.O.O


Stability check: which of them is most stable? two).